1.
Formula: C21H30N4O6
Source: the Open Molecules 2025 dataset
Level of theory: the ωB97M-V functional and the def2-TZVPD basis

Structure (XYZ):
```
61
C21H30N4O6 the ωB97M-V functional and the def2-TZVPD basis
C -2.99 -4.57 -0.22
C -1.48 -4.35 -0.17
C -1.04 -3.02 0.49
C -1.64 -2.85 1.88
C 0.49 -3.00 0.58
N -1.40 -1.91 -0.39
C -2.52 -1.18 -0.42
O -3.51 -1.33 0.27
C -2.46 -0.02 -1.45
N -2.09 1.22 -0.79
C -0.87 1.57 -0.36
O -0.67 2.54 0.36
C 0.37 0.79 -0.86
O 0.35 -0.13 -1.66
N 1.45 1.31 -0.26
C 2.79 0.94 -0.36
C 3.22 -0.14 -1.13
C 4.57 -0.44 -1.19
C 5.50 0.30 -0.48
C 5.07 1.35 0.33
C 3.72 1.67 0.38
O 5.93 2.09 1.10
C 7.20 1.49 1.23
C 7.69 0.98 -0.12
O 6.83 -0.03 -0.60
N -3.22 2.00 -0.46
C -3.12 3.40 -0.85
C -4.52 4.00 -0.70
O -4.98 3.90 0.63
C -5.02 2.55 1.04
C -3.65 1.88 0.93
H -3.21 -5.45 -0.82
H -3.49 -3.71 -0.67
H -3.39 -4.72 0.77
H -1.08 -4.36 -1.19
H -1.02 -5.17 0.38
H -1.22 -1.96 2.35
H -1.39 -3.71 2.49
H -2.71 -2.73 1.83
H 0.94 -3.16 -0.40
H 0.84 -3.79 1.25
H 0.83 -2.05 0.97
H -0.67 -1.63 -1.03
H -3.46 0.13 -1.85
H -1.75 -0.24 -2.25
H 1.23 2.10 0.34
H 2.51 -0.71 -1.70
H 4.92 -1.26 -1.80
H 3.41 2.50 1.00
H 7.86 2.26 1.63
H 7.14 0.65 1.94
H 8.68 0.52 -0.03
H 7.73 1.81 -0.83
H -2.80 3.45 -1.89
H -2.41 3.95 -0.22
H -4.50 5.07 -0.93
H -5.21 3.49 -1.38
H -5.37 2.55 2.07
H -5.74 1.99 0.41
H -3.74 0.82 1.17
H -2.94 2.37 1.61
```

As for the SMILES: CCC(C)(C)NC(=O)CN(C(=O)C(=O)Nc1ccc2c(c1)OCCO2)N1CCOCC1. The electronic energy is -1488.68582 a.u. The value obtained for the orbital gap is 8.5 eV. The relative energy (zero: lowest compared OMol25 entry of this formula, charge and spin) comes out at 15.93 kcal per mole.

Atom charges from the Löwdin analysis, given in e for atoms 1 to 2: C -0.087; C -0.194

***

2.
Formula: C3H14O4
Source: the Open Molecules 2025 dataset
Level of theory: the ωB97M-V functional and the def2-TZVPD basis

Structure (XYZ):
```
21
C3H14O4 the ωB97M-V functional and the def2-TZVPD basis
C 4.68 3.86 4.70
C 4.67 5.31 4.30
C 4.48 6.20 5.47
O 5.86 5.68 3.63
H 5.28 3.68 5.61
H 5.05 3.26 3.90
H 3.64 3.54 4.93
H 3.85 5.54 3.62
H 3.74 5.73 6.15
H 3.98 7.16 5.18
H 5.42 6.37 6.03
H 6.55 5.29 4.23
O 7.88 7.74 3.93
H 8.77 7.39 3.96
H 7.22 7.13 3.52
O 8.43 4.38 4.68
H 8.62 4.75 5.56
H 8.48 3.40 4.80
O 9.25 6.85 6.15
H 8.64 7.06 5.42
H 8.57 6.68 6.86
```

As for the SMILES: CC(C)O.O.O.O. The electronic energy is -423.64034 a.u. The value obtained for the orbital gap is 10.8 eV. The relative energy (zero: lowest compared OMol25 entry of this formula, charge and spin) comes out at 17.70 kcal per mole.

Atom charges from the Löwdin analysis, given in e for atoms 1 to 2: C -0.059; C -0.529

***

3.
Formula: C10H19Cl2N2O2
Source: the Open Molecules 2025 dataset
Level of theory: the ωB97M-V functional and the def2-TZVPD basis

Structure (XYZ):
```
35
C10H19Cl2N2O2 the ωB97M-V functional and the def2-TZVPD basis
C -1.80 2.57 -2.56
C -2.44 1.87 -1.39
O -3.37 2.40 -0.80
N -2.03 0.58 -0.95
C -2.22 0.42 0.50
C -1.86 1.57 1.42
O -2.67 -0.62 0.94
C -0.82 0.00 -1.49
C -0.73 -1.51 -1.24
C 0.06 -1.95 -0.02
C 1.43 -1.27 -0.02
C 1.19 0.21 0.09
N 0.45 0.74 -1.09
H -0.94 2.09 -3.00
H -2.56 2.63 -3.33
H -1.56 3.58 -2.28
H -1.14 2.24 0.96
H -1.40 1.12 2.28
H -2.75 2.10 1.71
H -0.90 0.12 -2.56
H -1.74 -1.88 -1.16
H -0.31 -1.97 -2.13
H -0.43 -1.70 0.91
H 0.19 -3.02 -0.07
H 2.05 -1.60 0.79
H 1.87 -1.47 -0.99
H 0.69 0.44 1.02
H 2.15 0.72 0.13
H 1.09 0.68 -1.88
H 0.28 1.73 -0.95
C 4.06 -2.27 3.54
Cl 5.35 -1.98 2.37
Cl 2.72 -1.12 3.34
H 3.67 -3.27 3.40
H 4.45 -2.16 4.54
```

The electronic energy is -1572.57128 a.u. The value obtained for the orbital gap is 10.2 eV. As for the total charge: +1.

Atom charges from the Löwdin analysis, given in e for atoms 1 to 2: C 0.027; C -0.441

***

4.
Formula: C40H54N8O4
Source: the Open Molecules 2025 dataset
Level of theory: the ωB97M-V functional and the def2-TZVPD basis

Structure (XYZ):
```
106
C40H54N8O4 the ωB97M-V functional and the def2-TZVPD basis
N 9.08 -6.23 -3.20
O 8.62 -5.80 -4.29
O 9.32 -5.48 -2.24
O 9.40 -7.42 -3.14
C 8.62 -2.37 -3.00
C 9.82 -2.13 -2.17
C 10.51 -0.75 -2.32
O 10.90 -0.54 -3.71
C 11.84 -1.46 -4.26
N 9.44 -2.29 -0.68
H 9.25 -3.25 -0.45
H 10.22 -2.20 -0.04
H 8.72 -1.59 -0.57
H 8.36 -3.39 -3.27
H 8.73 -1.79 -3.92
H 7.71 -1.91 -2.61
H 10.45 -3.00 -2.32
H 11.33 -0.70 -1.59
H 9.75 0.02 -2.17
H 12.80 -1.43 -3.74
H 12.09 -1.16 -5.28
H 11.46 -2.48 -4.27
C 10.63 -6.95 -6.79
N 9.50 -7.72 -7.35
C 9.20 -7.41 -8.62
C 8.14 -7.98 -9.29
C 7.32 -8.87 -8.64
C 7.55 -9.13 -7.22
C 8.68 -8.54 -6.67
C 6.11 -9.42 -9.30
C 5.62 -10.69 -9.04
C 4.48 -11.17 -9.63
N 3.80 -10.37 -10.49
C 4.21 -9.20 -10.81
C 5.33 -8.66 -10.23
C 2.57 -10.94 -11.11
H 10.72 -7.31 -5.76
H 10.45 -5.90 -6.98
H 11.54 -7.21 -7.33
H 9.93 -6.74 -9.04
H 8.04 -7.86 -10.36
H 6.96 -9.75 -6.56
H 8.94 -8.64 -5.63
H 6.02 -11.38 -8.30
H 4.03 -12.13 -9.45
H 3.57 -8.64 -11.48
H 5.52 -7.62 -10.43
H 2.64 -10.87 -12.20
H 1.71 -10.33 -10.82
H 2.36 -11.94 -10.75
C 3.06 1.46 -1.69
N 3.40 0.11 -2.20
C 4.27 0.03 -3.19
C 4.58 -1.19 -3.69
C 4.07 -2.39 -3.13
C 3.20 -2.26 -2.02
C 2.91 -1.01 -1.56
C 4.51 -3.75 -3.62
C 4.47 -4.17 -4.96
C 4.95 -5.39 -5.27
N 5.43 -6.29 -4.38
C 5.49 -5.90 -3.06
C 5.07 -4.62 -2.69
C 5.84 -7.65 -4.80
H 2.90 2.12 -2.54
H 3.88 1.79 -1.05
H 2.23 1.34 -0.99
H 4.49 0.94 -3.74
H 5.15 -1.31 -4.60
H 2.98 -3.16 -1.46
H 2.26 -0.69 -0.76
H 4.14 -3.52 -5.76
H 4.92 -5.63 -6.32
H 5.96 -6.63 -2.42
H 5.15 -4.25 -1.68
H 6.78 -7.93 -4.33
H 5.82 -7.85 -5.88
H 5.14 -8.36 -4.36
C 9.31 -6.75 0.76
N 9.75 -7.95 0.02
C 8.97 -9.08 -0.05
C 9.40 -10.32 -0.58
C 10.64 -10.41 -1.25
C 11.37 -9.21 -1.15
C 10.96 -8.01 -0.55
C 11.19 -11.67 -1.65
C 12.48 -12.10 -1.18
C 12.85 -13.34 -1.51
N 12.14 -14.19 -2.21
C 10.91 -13.81 -2.56
C 10.35 -12.57 -2.35
C 12.62 -15.55 -2.35
H 9.50 -7.19 1.74
H 8.25 -6.58 0.54
H 10.02 -5.94 0.58
H 8.07 -9.07 0.56
H 8.69 -11.13 -0.55
H 12.35 -9.21 -1.61
H 11.54 -7.10 -0.50
H 13.02 -11.32 -0.67
H 13.82 -13.70 -1.17
H 10.37 -14.54 -3.14
H 9.34 -12.41 -2.68
H 11.95 -16.16 -2.95
H 12.54 -16.02 -1.37
H 13.65 -15.55 -2.72
```

As for the spin multiplicity: 2. The expectation value of S² is 0.768. The electronic energy is -2293.60934 a.u. The value obtained for the orbital gap (spin up / spin down) is 1.8 / 5.8 eV. As for the total charge: +5.

Atom charges from the Löwdin analysis, given in e for atoms 1 to 2: N -0.606; O -0.082

***

5.
Formula: C5H7NO
Source: the Open Molecules 2025 dataset
Level of theory: the ωB97M-V functional and the def2-TZVPD basis

Structure (XYZ):
```
14
C5H7NO the ωB97M-V functional and the def2-TZVPD basis
O 2.71 -1.48 0.90
C 2.52 -0.37 0.05
C 1.15 0.17 0.11
C 0.01 0.57 0.22
C -1.37 0.97 0.36
C -2.41 0.13 -0.29
N -2.27 0.12 1.16
H 2.51 -1.19 1.80
H 3.24 0.44 0.26
H 2.73 -0.73 -0.96
H -1.55 2.04 0.48
H -2.06 -0.73 -0.85
H -3.32 0.59 -0.66
H -1.77 -0.71 1.46
```

As for the SMILES: OCC#C[C@H]1CN1. The electronic energy is -324.60160 a.u. The value obtained for the orbital gap is 10.1 eV. The relative energy (zero: lowest compared OMol25 entry of this formula, charge and spin) comes out at 77.10 kcal per mole.

Atom charges from the Löwdin analysis, given in e for atoms 1 to 2: O -0.062; C -0.280

***

6.
Formula: H4O2
Source: the Open Molecules 2025 dataset
Level of theory: the ωB97M-V functional and the def2-TZVPD basis

Structure (XYZ):
```
6
H4O2 the ωB97M-V functional and the def2-TZVPD basis
O 1.49 -0.32 -0.99
H 2.05 -0.36 -0.18
H 0.79 -0.88 -0.66
O -1.72 0.35 0.40
H -1.24 1.17 0.16
H -1.37 0.03 1.27
```

As for the SMILES: O.O. The electronic energy is -152.86510 a.u. The value obtained for the orbital gap is 12.2 eV. The relative energy (zero: lowest compared OMol25 entry of this formula, charge and spin) comes out at 6.17 kcal per mole.

Atom charges from the Löwdin analysis, given in e for atoms 1 to 2: O -0.065; H 0.049

***

7.
Formula: C8H22BFO12S3
Source: the Open Molecules 2025 dataset
Level of theory: the ωB97M-V functional and the def2-TZVPD basis

Structure (XYZ):
```
47
C8H22BFO12S3 the ωB97M-V functional and the def2-TZVPD basis
O -0.90 2.06 -4.34
S -1.06 2.20 -2.93
O -1.83 0.87 -2.39
C -3.07 0.63 -3.05
C -3.26 -0.85 -3.07
F -2.95 -1.39 -1.85
O 0.44 1.76 -2.28
O 0.42 0.47 -1.68
B 1.07 -0.46 -2.45
O 1.88 -0.16 -3.49
O 0.86 -1.77 -2.12
H -3.05 0.94 -4.09
H -3.88 1.12 -2.55
H -2.57 -1.27 -3.79
H -4.27 -1.11 -3.33
H 1.61 -0.68 -4.26
H -0.09 -1.90 -2.00
O -4.88 -2.92 2.83
S -3.62 -2.99 3.49
O -3.15 -1.89 4.27
O -2.50 -3.39 2.42
C -2.40 -2.58 1.23
C -1.73 -1.24 1.49
C -3.53 -4.46 4.45
H -3.38 -2.45 0.79
H -1.80 -3.16 0.54
H -2.34 -0.61 2.14
H -1.57 -0.71 0.55
H -0.77 -1.38 1.99
H -3.85 -5.30 3.84
H -4.19 -4.32 5.30
H -2.51 -4.60 4.79
O 3.60 2.02 2.47
S 3.89 3.17 1.68
O 2.84 3.96 1.13
O 4.89 2.75 0.52
C 4.51 1.64 -0.33
C 3.43 2.01 -1.33
C 5.00 4.23 2.55
H 4.20 0.80 0.29
H 5.42 1.35 -0.85
H 2.49 2.25 -0.83
H 3.25 1.19 -2.02
H 3.73 2.89 -1.90
H 5.82 3.63 2.94
H 4.44 4.68 3.36
H 5.36 4.99 1.86
```

The electronic energy is -2540.15530 a.u. The value obtained for the orbital gap is 10.9 eV. The relative energy (zero: lowest compared OMol25 entry of this formula, charge and spin) comes out at 5.25 kcal per mole.

Atom charges from the Löwdin analysis, given in e for atoms 1 to 2: O -0.360; S 1.009

***

8.
Formula: C21H45OP3SeY
Source: the Open Molecules 2025 dataset
Level of theory: the ωB97M-V functional and the def2-TZVPD basis

Structure (XYZ):
```
72
C21H45OP3SeY the ωB97M-V functional and the def2-TZVPD basis
Y -0.28 0.46 -0.07
P 0.84 0.38 2.60
P 0.49 3.09 -0.67
P 2.49 -0.27 -0.38
H -1.60 -4.20 0.31
C -0.55 -4.44 0.50
C -0.01 -4.21 1.71
H -0.60 -3.83 2.55
C -0.51 0.39 3.84
C 1.78 1.88 3.10
C 1.86 -0.98 3.27
C 0.32 3.52 -2.45
C -0.50 4.45 0.06
C 2.17 3.77 -0.38
C 2.79 -2.06 -0.11
C 3.95 0.48 0.45
C 3.02 -0.09 -2.13
H 0.04 -4.80 -0.35
H 1.03 -4.51 1.94
H -1.21 -0.43 3.66
H -1.08 1.33 3.81
H -0.07 0.27 4.84
H 1.23 2.78 2.80
H 2.77 1.90 2.61
H 1.91 1.88 4.19
H 1.37 -1.94 3.06
H 1.95 -0.86 4.36
H 2.86 -1.01 2.83
H 0.37 4.61 -2.53
H -0.64 3.16 -2.86
H 1.14 3.07 -3.04
H -0.27 5.37 -0.52
H -0.23 4.61 1.11
H -1.57 4.23 -0.02
H 2.16 4.83 -0.67
H 2.91 3.24 -1.00
H 2.46 3.68 0.68
H 3.61 -2.39 -0.75
H 1.88 -2.63 -0.37
H 3.03 -2.26 0.94
H 4.86 0.18 -0.08
H 4.02 0.16 1.50
H 3.87 1.58 0.42
H 4.02 -0.52 -2.25
H 3.05 0.97 -2.40
H 2.31 -0.60 -2.79
C -1.07 -1.66 -3.71
C -1.48 -2.90 -3.21
C -1.81 -3.93 -4.10
C -1.73 -3.73 -5.48
C -1.35 -2.48 -5.99
C -1.03 -1.45 -5.10
Se -0.53 -0.10 -2.59
H -1.62 -0.28 -1.39
H -1.53 -3.06 -2.13
H -2.13 -4.91 -3.72
H -1.97 -4.55 -6.17
H -1.30 -2.31 -7.06
H -0.72 -0.47 -5.49
C -4.25 -0.11 2.19
C -3.87 1.31 2.62
C -2.85 1.79 1.59
O -2.21 0.54 1.05
C -3.06 -0.66 1.40
H -4.51 -0.76 3.02
H -5.11 -0.07 1.52
H -3.40 1.29 3.61
H -4.73 1.98 2.66
H -3.33 2.31 0.74
H -2.06 2.42 2.00
H -2.44 -1.34 2.00
H -3.34 -1.15 0.46
```

The electronic energy is -4365.26729 a.u. The value obtained for the orbital gap is 6.9 eV. The relative energy (zero: lowest compared OMol25 entry of this formula, charge and spin) comes out at 0.00 kcal per mole. As for the total charge: +3.

Atom charges from the Löwdin analysis, given in e for atoms 1 to 2: Y 0.853; P 0.744

***

9.
Formula: C3H10N2OS
Source: the Open Molecules 2025 dataset
Level of theory: the ωB97M-V functional and the def2-TZVPD basis

Structure (XYZ):
```
17
C3H10N2OS the ωB97M-V functional and the def2-TZVPD basis
C 2.64 1.66 0.21
C -2.35 -1.69 -1.50
C 1.90 0.72 1.09
N -2.04 -0.98 1.11
N 2.43 -0.20 1.70
O -2.27 0.77 -0.75
S -1.46 -0.64 -0.28
H 2.00 2.25 -0.43
H 3.43 2.32 0.59
H 3.40 1.03 -0.45
H -2.14 -1.19 -2.43
H -2.01 -2.82 -1.63
H -3.41 -1.77 -1.18
H -3.16 0.68 -0.64
H 0.84 0.86 1.03
H -1.28 -0.74 1.81
H 3.47 -0.27 1.76
```

The electronic energy is -703.12509 a.u. The value obtained for the orbital gap is 10.3 eV. The relative energy (zero: lowest compared OMol25 entry of this formula, charge and spin) comes out at 92.72 kcal per mole.

Atom charges from the Löwdin analysis, given in e for atoms 1 to 2: C -0.104; C -0.270

***

10.
Formula: C41H42KN5O2S5Si
Source: the Open Molecules 2025 dataset
Level of theory: the ωB97M-V functional and the def2-TZVPD basis

Structure (XYZ):
```
97
C41H42KN5O2S5Si the ωB97M-V functional and the def2-TZVPD basis
K -0.45 -2.07 -0.57
C -4.00 -0.54 -3.40
C -4.28 0.47 -2.28
S -2.86 1.26 -1.52
C -2.32 2.43 -2.79
C -1.55 1.89 -4.00
S -0.43 0.58 -3.45
C 0.15 0.00 -5.06
C 0.68 -1.43 -4.97
S -0.40 -2.63 -4.16
C -1.93 -2.44 -5.08
C -3.10 -2.99 -4.27
S -3.46 -2.12 -2.73
H -3.23 -0.14 -4.06
H -4.91 -0.67 -3.99
H -4.77 -0.03 -1.44
H -4.97 1.23 -2.64
H -1.68 3.13 -2.25
H -3.18 3.01 -3.15
H -1.00 2.72 -4.46
H -2.25 1.51 -4.76
H 0.96 0.63 -5.44
H -0.67 0.07 -5.77
H 1.59 -1.46 -4.35
H 0.96 -1.78 -5.97
H -1.90 -2.96 -6.04
H -2.11 -1.38 -5.30
H -2.89 -4.02 -3.98
H -4.00 -3.02 -4.90
S 2.20 -1.41 -1.92
C 2.93 -1.83 -0.36
N 4.08 -2.45 -0.39
N 4.62 -2.69 0.89
C 5.94 -2.41 1.08
C 6.82 -2.14 0.01
C 8.16 -1.91 0.26
C 8.69 -1.91 1.54
C 7.82 -2.16 2.60
C 6.48 -2.41 2.38
N 2.39 -1.53 0.87
N 1.26 -0.81 0.87
C 0.89 -0.25 1.99
C -0.34 0.66 1.95
C -0.73 1.18 3.29
C 0.05 1.08 4.38
C 1.33 0.40 4.31
C 1.70 -0.24 3.19
H 3.98 -2.43 1.63
H 6.41 -2.12 -0.99
H 8.82 -1.70 -0.59
H 9.74 -1.72 1.72
H 8.19 -2.15 3.62
H 5.81 -2.59 3.22
H -1.20 0.15 1.50
H -1.69 1.67 3.38
H -0.28 1.50 5.32
H 1.98 0.42 5.18
H 2.65 -0.75 3.12
C -2.61 5.78 1.15
C -1.25 5.96 0.91
C -0.42 4.86 0.80
C -0.91 3.56 0.93
C -2.28 3.40 1.17
C -3.12 4.50 1.27
Si 0.19 2.02 0.72
C 1.99 2.45 0.96
C 2.94 1.73 0.23
C 4.29 1.86 0.51
C 4.71 2.72 1.51
C 3.78 3.45 2.24
C 2.43 3.30 1.97
H -3.26 6.64 1.23
H -0.84 6.96 0.80
H 0.64 5.01 0.61
H -2.71 2.41 1.25
H -4.18 4.34 1.45
H 0.02 1.49 -0.64
H 2.63 1.03 -0.54
H 5.00 1.26 -0.04
H 5.77 2.80 1.74
H 4.11 4.11 3.04
H 1.71 3.85 2.57
O -4.32 0.09 1.12
C -3.96 -1.08 1.17
N -2.92 -1.64 0.51
C -2.87 -2.97 0.82
O -2.08 -3.81 0.41
C -3.99 -3.30 1.78
C -4.36 -4.48 2.39
C -5.45 -4.44 3.25
C -6.14 -3.25 3.48
C -5.75 -2.06 2.85
C -4.66 -2.12 2.00
H -3.81 -5.40 2.21
H -5.78 -5.34 3.76
H -6.98 -3.25 4.16
H -6.27 -1.13 3.02
```

The electronic energy is -4892.27022 a.u. The value obtained for the orbital gap is 4.1 eV. The relative energy (zero: lowest compared OMol25 entry of this formula, charge and spin) comes out at 0.00 kcal per mole. As for the total charge: -2.

Atom charges from the Löwdin analysis, given in e for atoms 1 to 2: K 0.575; C -0.528

***

- electronic energy of number 6 (H4O2)?
  -152.86510 a.u.

***

- Which value of electronic energy does entry 10 give?
  -4892.27022 a.u.

***

- Look up the electronic energy of the first one.
  -1488.68582 a.u.